C3H7BrNO | ωB97M-V with the def2-TZVPD basis set

For the HOMO energy (spin up / spin down), the calculation gives -15.242 / -13.511 eV. The calculation puts the energy above the lowest of the compared OMol25 structures with the same formula, charge and spin at 5.398 eV. The total charge is +1. The calculation puts the orbital gap (spin up / spin down) at 9.850 / 7.369 eV.

Atoms and positions in Å:
C -0.936 -0.266 0.028
C -0.814 1.281 0.335
C 1.556 -0.652 -0.738
N 0.405 -0.993 0.100
O 0.196 1.831 -0.278
Br 3.061 -0.254 0.149
H -1.758 -0.608 0.622
H -1.400 -0.229 -0.884
H -1.762 1.663 -0.096
H -0.789 1.451 1.394
H 1.123 -0.151 -1.670
H 0.884 -1.160 1.075
H 0.234 -1.912 -0.038

C18H22N2O4 | ωB97M-V with the def2-TZVPD basis set

For the HOMO energy, the calculation gives -9.252 eV. As for the SMILES: CC1(C)CC(=O)C(CC(=O)NC(=O)NCc2ccccc2)=C(O)C1. The calculation puts the energy above the lowest of the compared OMol25 structures with the same formula, charge and spin at 0.000 eV. The calculation puts the orbital gap at 9.888 eV.

Atoms and positions in Å:
C 4.217 1.567 0.838
C 2.973 0.684 0.940
C 1.736 1.511 0.583
C 2.844 0.130 2.363
C 1.692 -0.835 2.511
O 1.007 -0.879 3.518
C 1.430 -1.712 1.376
C 0.322 -2.732 1.569
C -0.842 -2.136 0.821
O -1.048 -2.422 -0.353
N -1.514 -1.179 1.504
C -2.339 -0.148 0.973
O -2.594 0.809 1.663
N -2.770 -0.363 -0.279
C -3.341 0.705 -1.060
C -2.356 1.363 -2.002
C -1.042 0.935 -2.121
C -0.174 1.570 -2.993
C -0.607 2.640 -3.755
C -1.918 3.073 -3.641
C -2.785 2.438 -2.772
C 2.016 -1.509 0.172
O 1.688 -2.160 -0.948
C 3.115 -0.509 -0.014
H 5.114 1.008 1.095
H 4.137 2.413 1.516
H 4.329 1.951 -0.173
H 0.828 0.918 0.656
H 1.811 1.897 -0.431
H 1.638 2.354 1.262
H 2.713 0.936 3.087
H 3.756 -0.414 2.628
H 0.590 -3.703 1.150
H 0.121 -2.827 2.636
H -1.216 -0.991 2.457
H -2.416 -1.180 -0.768
H -3.719 1.452 -0.354
H -4.187 0.311 -1.633
H -0.682 0.100 -1.539
H 0.845 1.221 -3.080
H 0.072 3.135 -4.433
H -2.265 3.908 -4.232
H -3.807 2.778 -2.684
H 0.845 -2.644 -0.861
H 3.110 -0.183 -1.055
H 4.072 -1.009 0.168

C4H12NO | ωB97M-V with the def2-TZVPD basis set

For the HOMO energy, the calculation gives -14.149 eV. The calculation puts the energy above the lowest of the compared OMol25 structures with the same formula, charge and spin at 2.852 eV. The total charge is +1. The calculation puts the orbital gap at 10.568 eV.

Atoms and positions in Å:
C -2.211 -1.529 -1.702
C -1.862 -0.289 -0.784
C -0.646 -0.577 0.041
C 0.166 0.306 0.551
N 1.700 0.144 0.335
H -1.235 -1.649 -2.228
H -2.598 -2.421 -1.027
H -3.003 -1.335 -2.566
H -1.715 0.588 -1.494
H -2.792 -0.107 -0.098
H -0.177 -1.570 -0.240
H 0.016 1.147 1.159
H 2.084 -0.744 0.760
H 2.201 0.912 0.749
H 1.751 0.195 -0.750
H 2.055 2.576 2.474
H 3.547 2.379 2.511
O 2.718 1.975 2.309

C2H7NO | ωB97M-V with the def2-TZVPD basis set

For the HOMO energy, the calculation gives -9.889 eV. As for the SMILES: CC=O.N. The calculation puts the energy above the lowest of the compared OMol25 structures with the same formula, charge and spin at 0.671 eV. The calculation puts the orbital gap at 10.781 eV.

Atoms and positions in Å:
C 0.941 -0.989 0.433
C 1.001 -2.451 0.106
O 0.641 -3.314 0.854
H 1.478 -0.767 1.354
H -0.104 -0.704 0.637
H 1.212 -0.307 -0.371
H 1.391 -2.683 -0.907
N -1.575 2.698 -0.332
H -2.579 2.741 -0.314
H -1.264 2.168 -1.134
H -1.141 3.606 -0.326

C6H16O3 | ωB97M-V with the def2-TZVPD basis set

For the HOMO energy, the calculation gives -9.294 eV. The calculation puts the energy above the lowest of the compared OMol25 structures with the same formula, charge and spin at 2.876 eV. The calculation puts the orbital gap at 9.301 eV.

Atoms and positions in Å:
C -0.375 -0.704 1.240
C -1.014 1.353 0.046
C -1.205 -1.880 1.731
C 0.155 0.152 2.393
O -1.335 0.069 0.414
O 0.648 -1.185 0.450
H 1.197 -0.405 0.105
H -1.860 1.774 -0.500
H -0.160 1.374 -0.720
H -0.690 2.016 0.853
H -0.661 0.616 2.946
H -2.025 -1.535 2.359
H -0.567 -2.559 2.293
H -1.611 -2.410 0.872
H 0.712 -0.496 3.066
H 0.840 0.911 2.016
C 0.735 1.007 -2.245
C 0.333 -0.388 -2.582
O 1.860 0.846 -0.665
H 2.739 0.537 -0.919
H -0.018 1.765 -2.450
H 1.641 1.375 -2.712
H 1.187 -1.060 -2.571
H -0.380 -0.779 -1.853
H -0.146 -0.394 -3.566

C4H6ClN2O | ωB97M-V with the def2-TZVPD basis set

For the HOMO energy, the calculation gives -13.505 eV. As for the SMILES: COc1[nH]c(Cl)c[nH+]1. The calculation puts the energy above the lowest of the compared OMol25 structures with the same formula, charge and spin at 0.666 eV. The total charge is +1. The calculation puts the orbital gap at 10.361 eV.

Atoms and positions in Å:
C 1.487 -0.894 -0.106
O 0.958 0.374 0.088
C -0.332 0.452 0.149
N -1.317 -0.432 0.151
C -2.502 0.119 0.009
Cl -4.000 -0.718 -0.240
C -2.393 1.460 -0.092
N -0.988 1.732 0.029
H 2.547 -0.957 0.321
H 1.667 -1.080 -1.215
H 0.877 -1.616 0.422
H -1.239 -1.459 0.308
H -3.186 2.197 0.074
H -0.484 2.620 -0.009

Repeat the fifth record exactly.
C6H16O3 | ωB97M-V with the def2-TZVPD basis set

For the HOMO energy, the calculation gives -9.294 eV. The calculation puts the energy above the lowest of the compared OMol25 structures with the same formula, charge and spin at 2.876 eV. The calculation puts the orbital gap at 9.301 eV.

Atoms and positions in Å:
C -0.375 -0.704 1.240
C -1.014 1.353 0.046
C -1.205 -1.880 1.731
C 0.155 0.152 2.393
O -1.335 0.069 0.414
O 0.648 -1.185 0.450
H 1.197 -0.405 0.105
H -1.860 1.774 -0.500
H -0.160 1.374 -0.720
H -0.690 2.016 0.853
H -0.661 0.616 2.946
H -2.025 -1.535 2.359
H -0.567 -2.559 2.293
H -1.611 -2.410 0.872
H 0.712 -0.496 3.066
H 0.840 0.911 2.016
C 0.735 1.007 -2.245
C 0.333 -0.388 -2.582
O 1.860 0.846 -0.665
H 2.739 0.537 -0.919
H -0.018 1.765 -2.450
H 1.641 1.375 -2.712
H 1.187 -1.060 -2.571
H -0.380 -0.779 -1.853
H -0.146 -0.394 -3.566

Q: energy above the lowest of the compared OMol25 structures with the same formula, charge and spin of number 3 (C4H12NO)?
A: 2.852 eV

Q: The lowest energy above the lowest of the compared OMol25 structures with the same formula, charge and spin belongs to which entry?
A: C18H22N2O4